No. 1
Below is one molecule with the formula C28H28N6, with properties calculated with the ωB97M-V functional and the def2-TZVPD basis.

E, Ha: -1412.3442
SMILES string: Cc1cccc(C(c2c(C)nn(-c3ccccc3)c2N)c2c(C)nn(-c3ccccc3)c2N)c1
Gap between HOMO and LUMO, eV: 8.400
LUMO energy, hartree: 0.02368

Structure (ORCA input):
```
! wB97M-V def2-TZVPD RIJCOSX def2/J DEFGRID3
* xyz 0 1
H 3.1579 -1.2099 -2.1647
C -1.5510 4.2470 -0.5733
H -1.3102 0.6861 4.1331
C -0.2138 2.4154 0.2364
C 1.2688 0.5627 1.1044
H 4.5864 -2.3239 1.7009
C 5.4279 -3.5674 -1.3337
H 2.4258 3.4208 -2.5997
C -1.2222 -0.3210 3.7252
N -2.8867 -0.9363 0.6330
N -1.8952 0.3166 -1.1941
C 5.4327 -3.3987 0.0418
H -1.8082 -1.0036 4.3331
C -0.6400 4.4715 -1.5911
H 4.6085 -2.8942 -3.1930
C 2.6157 1.7314 2.9970
H -0.0206 1.7706 2.2391
N -2.7290 -1.1135 1.9618
H 1.6647 4.9825 -2.9365
C -0.0288 1.3020 1.2466
C 3.7592 -1.8518 -1.5363
N 3.3958 -0.0524 1.5160
H -1.4494 1.2216 -1.3019
H -2.7936 0.2971 -1.6613
C -5.9241 -3.0252 -1.3199
H -6.7176 -3.5600 -1.8199
C -1.1948 0.3545 1.2191
N 2.9102 -0.7721 0.4766
H -4.6086 -3.0854 -3.0067
C 4.5965 -2.7867 -2.1180
H 1.0904 3.5310 -3.7499
C -6.0771 -2.6235 -0.0021
C -1.9755 -0.0423 0.1511
H -2.4272 4.8733 -0.4868
H -6.9902 -2.8482 0.5286
H -0.1737 -0.6141 3.7611
C 1.4813 3.9177 -2.8078
H 1.5812 2.0440 -0.8612
H 1.9185 1.5239 3.8086
C 1.6135 -0.4380 0.2078
C 4.5918 -2.4770 0.6336
C -1.3401 3.2282 0.3369
N 0.8378 -1.1256 -0.6878
C -3.7191 -2.0691 -1.3557
C -4.7427 -2.7529 -1.9877
C 2.4294 0.7592 1.8868
C 3.7357 -1.7095 -0.1513
C -5.0677 -1.9310 0.6363
H -0.8065 5.2709 -2.2987
H 3.6311 1.6528 3.3740
H 2.4404 2.7479 2.6460
H 1.3123 -1.7410 -1.3255
C -3.8879 -1.6365 -0.0434
H 6.0933 -3.9922 0.6561
H -2.0508 3.0546 1.1327
H -5.1618 -1.6164 1.6634
H 0.0331 -0.6433 -1.0533
H 6.0799 -4.2941 -1.7945
C 0.6945 2.6571 -0.7852
C 0.4962 3.6803 -1.7032
C -1.7128 -0.3612 2.3234
H -2.7834 -1.9031 -1.8664
*
```

=====

No. 2
Below is a 2-piece molecular cluster, C3H8O2S overall at a distorted geometry, with properties calculated with the ωB97M-V functional and the def2-TZVPD basis.

E, Ha: -667.7084
Gap between HOMO and LUMO, eV: 5.809
Relative energy (zero: lowest compared OMol25 entry of this formula, charge and spin), eV: 0.188
LUMO energy, hartree: 0.22257

Structure (ORCA input):
```
! wB97M-V def2-TZVPD RIJCOSX def2/J DEFGRID3
* xyz -2 1
H -0.5093 1.2150 0.3158
H 2.5834 3.1661 0.4471
H -0.8590 -1.7958 1.1964
S -2.5831 -2.8130 -0.3703
C 0.1568 0.3881 -0.0563
H 0.1607 -1.4791 -1.0497
H -2.2094 -0.6913 0.6999
C -0.5859 -0.7891 -0.6559
C -1.5026 -1.4451 0.3697
H 0.5362 0.0186 0.9224
H 1.9060 1.5468 -0.0962
O 2.7813 2.2364 0.6204
H -1.1060 -0.4952 -1.5827
O 1.2307 0.9377 -0.7607
*
```

=====

No. 3
Below is C24H26N3O2SiSn as an isolated structure at a distorted geometry, with properties calculated with the ωB97M-V functional and the def2-TZVPD basis.

E, Ha: -1748.5103
Gap between HOMO and LUMO, eV: 6.820
Relative energy (zero: lowest compared OMol25 entry of this formula, charge and spin), eV: 0.393
LUMO energy, hartree: -0.13610

Structure (ORCA input):
```
! wB97M-V def2-TZVPD RIJCOSX def2/J DEFGRID3
* xyz 1 1
H -2.8924 0.4040 1.9422
O 0.5513 -2.8125 0.9846
H -3.7412 -2.1703 4.4656
C -0.6926 1.1763 5.0828
H -1.4601 -4.3126 2.3214
H -1.2080 0.6085 -1.8333
H -3.6421 -0.3715 3.2907
C -2.3689 2.5892 3.3977
H 2.1443 2.3755 1.5332
C 2.7846 4.3850 1.1832
H -2.0854 1.6610 6.6342
C 1.8385 3.3824 1.2397
H -1.6440 2.6486 -6.2985
C -2.1147 -1.3902 2.4207
H -3.5832 2.9137 5.1286
H -3.3905 0.5817 -2.9868
O 1.1809 1.1095 -1.5699
H -1.9678 2.6618 0.3999
H -2.1404 -2.2379 5.2378
C -1.8492 1.7498 5.5857
Sn 0.7476 -0.0715 0.3035
H 0.5229 0.8609 3.3499
H -0.3663 -3.6137 3.5290
N -1.1320 -1.3794 1.5154
H -3.0289 3.1471 2.7501
C -0.1853 1.6348 -3.4113
C 2.4002 5.6615 0.8076
C -0.3890 1.3131 3.7419
H 2.0930 3.3423 -3.4806
H -0.0266 0.6342 5.7375
C -1.5452 2.2035 -5.3199
C -1.2116 2.0201 2.8705
H 3.1210 2.1892 -2.6298
H 0.5173 2.7028 -5.1471
C -2.5322 1.0380 -3.4605
C 0.5034 3.6196 0.9312
Si -0.7014 2.1455 1.0153
H 3.1308 6.4534 0.7711
H 2.5247 1.8128 -4.2536
H 3.8143 4.1749 1.4304
H -0.8912 5.1175 0.2982
C -0.3248 2.2261 -4.6740
C -0.4293 -2.5383 1.6394
C 1.0778 5.9183 0.4904
C -1.0736 -3.3751 2.7315
C -1.3113 1.0493 -2.8193
C 2.2778 2.2857 -3.3050
C -2.7726 -2.6634 4.4519
H -2.9224 -3.7226 4.6519
N -3.0222 -0.4249 2.5028
C -2.6478 1.6094 -4.7205
C -2.6854 2.4576 4.7392
C 1.0795 1.6377 -2.6949
C 0.1368 4.9054 0.5505
H -3.5994 1.5879 -5.2305
N -2.1424 -2.5068 3.1646
H 0.7792 6.9135 0.1979
*
```

=====

No. 4
Below is C14H29N2OSSi2Tl as an isolated structure at a distorted geometry, with properties calculated with the ωB97M-V functional and the def2-TZVPD basis.

E, Ha: -1885.2826
Gap between HOMO and LUMO, eV: 7.140
Relative energy (zero: lowest compared OMol25 entry of this formula, charge and spin), eV: 0.000
LUMO energy, hartree: 0.00562

Structure (ORCA input):
```
! wB97M-V def2-TZVPD RIJCOSX def2/J DEFGRID3
* xyz 0 1
C 12.4278 7.0525 7.4263
H 7.8095 9.0372 7.0848
H 13.3603 6.8421 6.9961
Si 7.5159 13.4410 6.8624
C 6.4564 12.6277 8.1385
H 9.4020 15.0197 6.8540
C 8.3494 12.2195 5.8185
C 10.0610 7.8390 8.5297
H 5.7528 14.2594 5.2280
O 11.3305 16.5673 8.8028
C 11.2628 8.4485 8.9691
H 5.9146 11.4197 3.4161
H 5.2258 10.1955 4.4324
H 8.1986 9.2916 3.2885
H 6.0059 11.7394 7.6692
H 8.1321 7.4166 8.9775
H 6.9310 8.4051 5.7865
C 7.0274 9.3027 6.3787
C 11.2860 6.4552 7.0232
C 10.0984 6.7670 7.6295
C 8.3137 9.3611 9.4932
Tl 10.4282 11.2561 6.6947
C 8.7250 9.9365 3.9983
C 6.4367 14.6939 5.9250
H 6.4980 10.2337 9.7506
H 9.2875 10.6908 3.4331
H 5.2837 11.8599 4.9802
H 13.2820 8.6562 8.5939
H 11.3090 9.1865 9.7459
H 9.2030 6.2132 7.3245
H 10.4515 16.1438 9.0547
C 5.8630 11.0903 4.4130
H 8.3258 15.4143 8.2351
H 6.9695 15.3930 5.2604
N 7.0199 9.3646 9.7685
N 8.8174 8.1578 9.1841
H 8.7699 12.7963 4.9239
H 11.3642 5.5960 6.3734
H 5.9058 15.3490 6.6485
H 5.6288 13.2206 8.4680
S 9.2064 10.8089 9.4011
C 12.3998 8.0986 8.3210
H 7.0752 12.3544 9.0492
H 11.3045 16.6381 7.8163
H 6.5010 8.5656 9.3663
C 8.8254 14.5818 7.6682
Si 7.4775 10.7590 5.2075
H 9.5513 13.9060 8.2343
H 9.4720 9.2986 4.5009
H 6.1841 9.4374 6.9880
*
```

=====

Among the records above, which one has the lowest E?
C14H29N2OSSi2Tl

=====

Number 3 is which compound?
C24H26N3O2SiSn

=====

Which formula does entry 2 have?
C3H8O2S

=====

Look up the E of the fourth one.
-1885.2826 Ha